[1]
This record from the OMol25 dataset describes 3 unconnected molecules or ions with the total composition C8H11F2NO10P at a distorted geometry. The level of theory is ωB97M-V with the def2-TZVPD basis set.

Cartesian coordinates (Å):
P -0.6347 -1.9793 -0.2344
F 3.4850 1.4092 4.4274
F -1.8147 4.6922 -2.5891
O -0.7955 1.7805 -1.0434
O 2.5941 2.8578 0.3190
O 0.6375 -2.6676 0.5618
O -0.0402 -1.1888 -1.5496
O -0.4785 -5.0613 -2.0976
O -0.7105 -5.3342 0.1328
O -2.6355 2.6906 -1.9300
O 2.5561 0.7738 1.1680
O 2.9502 2.5020 2.5195
O -2.6390 0.5150 -1.2813
N -2.8269 -3.4153 -0.0853
C 2.6433 1.4051 3.3625
C -1.6116 -3.3693 -0.9130
C -0.8703 -4.7332 -0.9506
C -0.4333 3.0884 -1.4800
C 2.8763 0.2226 2.4511
C 2.6933 2.1143 1.2344
C -1.7828 3.7624 -1.5938
C -2.0797 1.5421 -1.4062
H 1.3083 -1.9839 0.6423
H 1.6181 1.5043 3.7211
H -2.1349 4.2269 -0.6707
H -3.5728 -3.8380 -0.6146
H 2.2379 -0.6273 2.6786
H 3.9196 -0.0947 2.4608
H 0.1834 -1.7903 -2.2762
H 0.0633 3.0276 -2.4496
H 0.2333 3.5629 -0.7648
H -1.8582 -3.1180 -1.9452
H -3.0809 -2.4764 0.1960

Output
Total charge: -1
HOMO in eV: -3.990
Multiplicity: 1
Energy in Ha: -1659.8032
Maximum force in Eh/bohr: 0.0417
Frontier orbital gap in eV: 6.241

***

[2]
This record from the OMol25 dataset describes a molecular structure, C24H35LaN5O4P at a distorted geometry. The level of theory is ωB97M-V with the def2-TZVPD basis set.

Cartesian coordinates (Å):
La -0.3427 1.4384 1.0038
P -0.9095 0.5646 -1.7829
O -0.8122 -0.3578 3.2468
O -1.1403 3.0755 -0.2937
O -2.4420 1.5011 0.4994
O -0.2213 4.7442 2.1670
N 1.8283 -0.2051 1.6714
N -0.7268 0.9523 3.1283
N -0.5597 -2.0774 1.1365
N -0.3598 3.4243 2.5134
N 1.2767 -1.8477 -1.1458
C 3.0313 -2.1919 0.5305
C -3.2342 -2.6157 -2.6939
C 2.5151 2.3795 -3.0139
C 1.5568 1.6969 -2.2814
C 0.0374 1.7926 -4.1476
C -2.0844 2.2497 -0.4680
C -1.0672 -1.3451 -3.9062
C -1.6557 -2.4536 -4.5026
C -0.8277 1.7775 4.1156
C -0.6733 3.2075 3.7419
C 1.1010 -3.8152 0.3274
C 2.0491 -2.8672 -0.4219
C -1.0619 1.3535 5.5242
C 0.3137 1.3943 -2.8396
C -0.8724 4.2780 4.7541
C -2.7379 -3.0818 -3.9058
C 0.4133 -3.1644 1.5353
C 2.4340 -1.5882 1.8086
C -1.5809 -0.8556 -2.7093
C 0.9953 2.4766 -4.8784
C 2.2323 2.7656 -4.3157
C -2.3685 1.7832 -1.8513
C 1.4526 -2.5574 2.4757
C -2.6559 -1.5081 -2.0968
H -0.8966 5.2542 4.2814
H 0.7726 2.7961 -5.8878
H 3.4767 2.6153 -2.5775
H 3.2748 -1.4862 2.4994
H 3.7446 -2.9524 0.8524
H -3.3229 1.2759 -1.9491
H -3.0530 -1.1234 -1.1603
H -0.0879 -1.5838 0.3316
H -0.9311 1.5806 -4.5841
H -0.3624 4.7745 1.2128
H -3.2044 -3.9307 -4.3873
H 1.9291 -1.2062 -1.5891
H 0.7767 -2.3028 -1.9070
H -1.7969 4.1126 5.3063
H -0.0508 4.2635 5.4742
H -1.2723 -2.8210 -5.4454
H -1.1299 0.2705 5.5682
H 0.9461 -2.0653 3.3090
H 2.9750 3.3005 -4.8918
H -0.1538 -3.9155 2.0838
H 2.6103 0.3858 1.3850
H 1.6512 0.0622 2.6412
H -2.2121 2.5429 -2.6094
H -0.2127 -0.8695 -4.3707
H 1.6965 -4.6470 0.7057
H 3.6114 -1.4379 -0.0118
H -0.7281 -1.4316 1.9693
H 2.0330 -3.3790 2.8978
H 0.3676 -4.2420 -0.3633
H -0.2499 1.6941 6.1693
H 1.7801 1.3922 -1.2590
H -1.9888 1.7782 5.9123
H 2.6307 -3.4572 -1.1358
H -4.0735 -3.1110 -2.2234
H -1.4512 -2.4597 0.8280

Output
Total charge: +2
HOMO (alpha / beta) in eV: -14.232 / -14.232
Multiplicity: 1
Energy in Ha: -1882.7250
Maximum force in Eh/bohr: 0.1148
Energy above the lowest of the compared OMol25 structures with the same formula, charge and spin in kJ/mol: 5.6
Frontier orbital gap (alpha / beta) in eV: 8.485 / 8.485

***

[3]
This record from the OMol25 dataset describes 2 unconnected molecules or ions with the total composition C6H11N3O at a distorted geometry. The level of theory is ωB97M-V with the def2-TZVPD basis set.

Cartesian coordinates (Å):
O -0.2999 -1.2660 1.8175
N -1.5528 -0.8770 0.0051
N 2.0744 0.7850 0.3187
N 1.1401 0.1361 -1.5425
C 1.9826 -0.1789 -0.5962
C 1.2154 1.7998 -0.0500
C 0.6579 1.3864 -1.2221
C -0.4446 1.9867 -2.0299
C -2.5822 -2.0418 1.8370
C -1.3688 -1.3725 1.2521
H -1.4185 1.7783 -1.5881
H 2.5327 -1.1060 -0.5666
H -0.7134 -0.5687 -0.4684
H -2.6225 -1.8552 2.9130
H -0.4496 1.5062 -3.0035
H -3.5209 -1.7275 1.3925
H 2.6685 0.8033 1.1282
H 1.2349 2.6998 0.5396
H -2.3491 -1.1162 -0.5643
H -2.5187 -3.1313 1.7598
H -0.4326 3.0764 -2.1363

Output
HOMO in eV: -8.662
Multiplicity: 1
Energy in Ha: -474.7632
SMILES: Cc1c[nH]cn1.CC(N)=O
Maximum force in Eh/bohr: 0.0198
Energy above the lowest of the compared OMol25 structures with the same formula, charge and spin in kJ/mol: 7.8
Frontier orbital gap in eV: 9.612

***

[4]
This record from the OMol25 dataset describes 2 unconnected molecules or ions with the total composition C6H13NO2S at a distorted geometry. The level of theory is ωB97M-V with the def2-TZVPD basis set.

Cartesian coordinates (Å):
S -1.9816 0.7577 0.6781
O -1.7426 1.8977 -0.4581
O 1.1830 1.1815 -1.3684
N -3.0760 -0.3457 -0.1970
C 2.4448 -0.3997 -0.1896
C 2.0120 1.7566 0.8706
C -2.3576 -1.5347 -0.5345
C 1.7151 0.8972 -0.3353
C -0.7890 -1.3434 -0.2442
C -0.5260 -0.1614 0.6876
H 3.1551 1.8731 1.0779
H -3.9866 -0.4923 0.3369
H 1.4239 2.6053 0.9051
H -1.1457 1.9685 -1.2132
H -2.5238 -1.8402 -1.6045
H 3.1399 -0.3585 0.6774
H 1.5813 1.3394 1.7300
H -0.3600 -2.2418 -0.0710
H 3.1253 -0.5997 -1.0289
H -0.4763 -1.0435 -1.2652
H 1.6883 -1.1397 -0.1791
H -0.0849 -0.3058 1.6018
H -2.4186 -2.4708 0.1237

Output
HOMO in eV: -7.465
Multiplicity: 1
Energy in Ha: -839.6698
Maximum force in Eh/bohr: 0.1123
Energy above the lowest of the compared OMol25 structures with the same formula, charge and spin in kJ/mol: 454.7
Frontier orbital gap in eV: 8.079

***

[5]
This record from the OMol25 dataset describes 10 unconnected molecules or ions with the total composition C51H117N5O10 at a distorted geometry. The level of theory is ωB97M-V with the def2-TZVPD basis set.

Cartesian coordinates (Å):
O -7.5773 15.5237 -32.7040
O -12.5291 -0.1708 -22.8423
O -4.9294 5.3427 -36.2159
O -15.1072 7.2227 -31.3074
O -14.5702 -0.1347 -27.2622
O -12.2863 3.9091 -28.7899
O -10.4754 -5.6970 -30.6958
O -2.2775 3.0854 -28.1755
O -21.2163 3.0996 -25.5379
O -12.6183 3.1817 -34.1790
N -7.5499 14.1720 -32.6616
N -1.2851 2.8392 -29.1834
N -21.2054 4.4922 -25.3852
N -16.3106 7.8589 -31.1069
N -9.1411 -5.2053 -30.8500
C -17.3227 5.6758 -31.5080
C 0.1040 1.5612 -27.6537
C -16.2322 9.3073 -30.8260
C -18.8017 4.5614 -24.8103
C -9.5308 -3.5613 -29.0455
C -21.5121 7.3611 -24.7844
C -12.6924 0.1521 -20.5001
C -1.7693 3.1865 -30.5823
C -7.3767 12.0518 -31.3914
C -6.7114 -3.8322 -31.7220
C -8.9365 -3.7657 -30.4790
C -7.4097 -3.3536 -30.4684
C -1.9624 4.7685 -30.5635
C -13.4972 -0.0226 -21.7466
C -6.1699 5.6854 -36.8008
C -17.4201 7.4614 -33.3927
C -0.6536 2.8501 -31.6873
C -8.1214 -7.4078 -31.5752
C 0.5099 1.2745 -30.0838
C -7.4957 14.0422 -35.3035
C -7.1728 4.9856 -35.9370
C -9.5771 -2.8890 -31.5333
C -8.9028 -5.7552 -33.2993
C -18.8503 9.2357 -31.2613
C -22.9780 4.6749 -27.0830
C -3.0767 2.5054 -30.9399
C -11.0089 4.2395 -28.2332
C -23.5619 4.8628 -24.5999
C -22.5452 5.1429 -25.7441
C -22.3495 6.7150 -25.8109
C -20.2316 5.0439 -24.4490
C -17.4019 7.2003 -31.8557
C 0.1040 1.5069 -31.5273
C -18.7500 7.6767 -31.2726
C -20.6017 4.6439 -22.9648
C -0.5912 1.5068 -28.9974
C -10.1145 4.9364 -29.2226
C -7.8612 11.2009 -32.6166
C -7.8589 13.5644 -31.3083
C -6.9093 14.1656 -30.2135
C -7.6473 11.9831 -33.9113
C -8.0372 13.5260 -33.8949
C -15.7348 10.1600 -32.0172
C -17.6595 9.7616 -30.4102
C -6.7571 -5.3521 -31.8705
C -8.2638 -5.8946 -31.8908
C -9.6242 13.6272 -34.0405
C -1.5212 0.2168 -29.0792
C -9.3475 13.8097 -30.9138
C -15.3336 9.5877 -29.6008
C -20.1894 6.5834 -24.6952
H -20.9171 2.9113 -26.4304
H -10.3610 -6.4403 -30.0991
H 0.7679 0.2157 -30.1037
H -6.8291 -3.6665 -29.6006
H -17.4599 5.5442 -30.4347
H -2.0874 5.1756 -31.5669
H -2.8298 5.0732 -29.9780
H -7.8298 -7.5423 -30.5335
H -17.9032 8.3761 -33.7365
H -23.4914 5.4995 -23.7180
H -12.5071 3.1040 -28.3158
H -14.9951 6.7021 -30.5086
H -9.7228 -1.8357 -31.2937
H -8.4048 -6.3914 -34.0309
H -24.6125 5.0176 -24.8454
H 1.4319 1.8188 -29.8798
H -6.9055 15.2533 -30.1429
H -6.5270 14.5276 -35.1846
H -12.7408 3.3977 -33.2546
H -6.6399 15.7271 -32.7437
H -3.9093 3.1438 -31.2355
H -17.8744 9.7180 -29.3425
H -2.3088 0.5015 -28.3815
H 0.8822 1.4504 -32.2884
H -7.3047 -2.2690 -30.4951
H -6.2521 -5.6048 -32.8028
H -8.0947 11.4683 -34.7616
H -23.4923 3.8158 -24.3046
H -23.9507 4.1861 -27.1392
H -7.3397 13.2724 -36.0593
H -22.0132 7.5219 -23.8299
H -22.2129 7.1976 -26.7786
H -9.8365 14.6184 -31.4570
H -6.1602 -5.7611 -31.0554
H -0.5292 1.7683 -26.7909
H -15.6263 11.2322 -31.8535
H -15.7873 9.0291 -28.7821
H -1.9488 0.1633 -30.0805
H -19.5850 6.7792 -25.5809
H -6.2985 11.9685 -31.5276
H -9.1715 5.1133 -28.7054
H -17.6200 10.8005 -30.7376
H -9.9457 4.3738 -30.1408
H -1.0243 -0.6469 -28.6374
H -18.8236 7.2963 -30.2538
H -19.5038 7.1696 -31.8748
H -23.2955 5.5560 -27.6407
H -9.0890 -7.8798 -31.7452
H -10.6273 -3.1759 -31.5864
H -10.2122 12.8764 -33.5126
H -14.2658 9.3698 -29.5795
H 0.0604 3.6726 -31.7300
H -9.9941 14.5619 -33.6189
H -6.6122 11.8188 -34.2110
H -8.9222 10.9693 -32.5231
H -16.4434 7.3654 -33.8669
H -3.3854 1.9627 -30.0465
H -18.5358 4.7331 -25.8533
H -10.6950 3.2194 -28.0118
H -5.8274 14.0360 -30.2426
H -6.1581 5.4497 -37.8649
H -12.2099 1.1243 -20.6008
H -8.1546 14.8661 -35.5775
H -7.7790 11.4879 -30.5498
H -17.8854 6.6505 -33.9530
H -11.1312 4.9391 -27.4064
H -9.9452 12.9093 -31.0561
H -19.7786 9.5479 -30.7830
H -9.4729 14.1455 -29.8845
H -9.4097 -2.5104 -28.7826
H -9.9511 -6.0535 -33.3148
H -16.3835 5.2097 -31.8059
H -1.0787 5.3062 -30.2199
H -6.2619 6.7714 -36.7844
H -10.0466 13.6243 -35.0453
H -14.0692 -0.8964 -21.4343
H -12.8849 3.9725 -34.6477
H -21.5902 4.9688 -22.6402
H -19.7817 4.9863 -22.3335
H -15.3759 10.5981 -29.1940
H -20.6063 3.5640 -22.8166
H -15.5199 -0.0520 -27.3491
H -7.0734 3.9282 -36.1823
H -23.3745 7.0670 -25.6951
H -9.0810 -2.9699 -32.5005
H -14.7462 9.8666 -32.3702
H -22.2519 4.2533 -27.7781
H -8.1946 5.3121 -36.1302
H -14.0491 0.8985 -21.9336
H -3.0967 1.9077 -31.8512
H -19.6316 7.0381 -23.8765
H -14.3255 -0.7888 -27.9168
H -18.0645 5.1246 -32.0860
H 0.5651 0.6022 -27.4175
H -8.7609 -4.7234 -33.6208
H -1.8463 3.7305 -27.6102
H -11.8782 -0.5681 -20.4190
H -13.1572 0.1760 -19.5145
H -18.0061 5.0382 -24.2377
H -5.0894 4.9358 -35.3612
H -9.0195 -4.1260 -28.2659
H -7.2269 13.8990 -29.2054
H -10.5469 -3.9346 -28.9178
H -6.9245 5.0711 -34.8791
H -7.4374 -7.9304 -32.2438
H -7.0089 -3.3016 -32.6265
H -10.4639 5.9460 -29.4389
H -0.6208 0.7576 -31.8454
H -12.9839 -0.3735 -23.6631
H -18.6228 9.7008 -32.2206
H -5.6473 -3.6051 -31.6562
H -16.4545 10.0367 -32.8264
H -7.4269 10.2102 -32.7501
H -21.2422 8.3891 -25.0263
H -18.6931 3.4865 -24.6653
H 0.9718 2.2153 -27.7377
H -1.1391 2.9600 -32.6570

Output
HOMO in eV: -7.895
Multiplicity: 1
Energy in Ha: -3039.0704
SMILES: CC1(C)CCCC(C)(C)N1O.CC1(C)CCCC(C)(C)N1O.CC1(C)CCCC(C)(C)N1O.CC1(C)CCCC(C)(C)N1O.CC1(C)CCCC(C)(C)N1O.CCO.CCO.CCO.O.O
Maximum force in Eh/bohr: 0.0727
Energy above the lowest of the compared OMol25 structures with the same formula, charge and spin in kJ/mol: 598.9
Frontier orbital gap in eV: 7.973

***

[6]
This record from the OMol25 dataset describes a single C5H6N2O molecule at a distorted geometry. The level of theory is ωB97M-V with the def2-TZVPD basis set.

Cartesian coordinates (Å):
O -0.3412 -0.8580 0.5588
N 1.0264 -0.4256 0.2503
N 3.1467 -0.6037 -0.1477
C -2.5378 -0.2650 0.2545
C 1.5943 0.8436 0.4683
C 1.9734 -1.2148 -0.2093
C -1.3082 -0.2883 -0.2644
C 2.8827 0.6633 0.2424
H -3.4706 -0.0168 -0.1521
H 0.9370 1.6614 0.9111
H -1.1034 0.1498 -1.1496
H 1.9235 -2.3276 -0.0861
H 3.7081 1.4297 0.0729
H -2.6475 -0.4494 1.3619

Output
HOMO in eV: -9.394
Multiplicity: 1
Energy in Ha: -378.7353
SMILES: C=COn1ccnc1
Maximum force in Eh/bohr: 0.0956
Energy above the lowest of the compared OMol25 structures with the same formula, charge and spin in kJ/mol: 356.2
Frontier orbital gap in eV: 10.357